Record 1
C20H38N4O9 | wB97M-V/def2-TZVPD

```
71
Properties=species:S:1:pos:R:3:forces:R:3
C -16.714 -13.625 22.833 -0.9 -0.6 -0.6
O -15.836 -12.760 22.113 -0.7 0.3 -0.4
C -16.421 -12.106 20.934 -0.4 -1.8 -0.2
C -16.428 -13.027 19.658 1.8 0.4 0.7
O -15.068 -13.181 19.182 -0.6 0.8 0.8
C -14.879 -14.163 18.196 0.3 1.3 0.0
C -13.431 -14.091 17.660 -1.2 1.3 -0.7
O -13.146 -12.871 16.913 -2.7 -0.9 0.7
C -11.821 -12.644 16.751 1.6 1.0 -0.4
H -17.121 -14.451 22.249 -0.3 0.2 -1.0
H -17.575 -13.125 23.275 0.0 0.4 0.0
H -16.311 -14.269 23.616 1.2 1.0 0.3
H -15.971 -11.125 20.779 0.8 -0.5 -0.1
H -17.466 -11.814 21.040 -0.4 -0.4 0.7
H -17.099 -12.583 18.923 0.2 0.3 -0.4
H -16.810 -14.033 19.832 -0.3 -0.1 0.6
H -15.632 -13.957 17.434 0.1 -0.4 -0.6
H -15.032 -15.154 18.624 0.0 -0.3 -0.1
H -13.421 -14.877 16.905 0.8 -0.6 0.4
H -12.751 -14.109 18.512 0.2 -0.7 -0.2
H -11.667 -11.793 16.087 -0.4 0.1 -0.3
H -11.293 -13.472 16.278 0.2 -0.3 0.3
H -11.354 -12.304 17.675 0.4 -0.5 0.4
C -9.790 -15.579 15.210 -1.1 -0.3 -0.1
O -9.783 -16.580 14.171 -1.7 1.0 1.0
C -8.851 -17.446 14.070 6.1 -0.2 -1.3
O -7.678 -17.368 14.551 -3.9 -0.8 -0.6
O -9.180 -18.241 13.029 -0.9 0.1 1.7
C -8.373 -19.317 12.589 0.0 0.3 -0.9
H -9.500 -14.625 14.771 0.4 -0.2 0.3
H -9.311 -15.879 16.142 0.6 0.0 -0.5
H -10.852 -15.529 15.451 0.0 0.3 0.0
H -9.101 -19.973 12.112 0.3 -0.2 0.0
H -7.778 -19.863 13.322 -0.2 0.4 0.3
H -7.755 -18.866 11.813 0.4 -0.5 0.0
C -9.991 -17.552 19.303 2.4 -0.1 1.9
O -10.047 -16.166 18.958 -0.9 0.8 -0.5
C -9.040 -15.306 19.178 3.0 -3.1 1.4
O -7.927 -15.643 19.698 -3.7 1.5 -1.6
O -9.394 -14.137 18.691 0.0 0.7 -0.4
C -8.380 -13.126 18.740 1.2 0.1 1.1
H -9.240 -18.060 18.698 -0.7 -0.2 -0.7
H -10.928 -18.068 19.512 -0.3 0.7 -1.1
H -9.486 -17.616 20.267 0.1 0.2 0.4
H -7.416 -13.633 18.793 0.0 0.2 -0.3
H -8.435 -12.570 19.676 -0.3 -0.1 0.1
H -8.377 -12.378 17.947 -0.7 -0.6 -0.4
C -14.955 -20.474 17.439 -0.3 -0.1 0.8
C -13.732 -20.099 18.132 -2.9 -0.7 -1.9
N -12.822 -19.789 18.705 3.1 1.0 1.9
H -15.773 -19.851 17.802 0.1 0.4 -0.3
H -15.245 -21.442 17.847 0.2 -0.4 -0.6
H -14.847 -20.425 16.356 -0.1 -0.2 0.2
C -6.095 -14.162 22.390 -0.5 -0.8 0.8
C -6.008 -12.999 21.552 -0.4 -4.2 3.4
N -5.870 -12.120 20.894 0.5 4.8 -3.6
H -6.830 -14.074 23.190 -0.2 0.4 -0.2
H -5.161 -14.351 22.920 0.1 -0.2 -0.5
H -6.431 -14.997 21.775 0.4 -0.2 0.1
C -4.380 -15.304 18.418 -0.5 0.7 -1.4
C -4.162 -15.707 19.763 1.4 -1.9 6.4
N -3.917 -16.041 20.890 -1.2 1.6 -5.3
H -4.096 -16.093 17.721 0.1 0.1 0.0
H -3.843 -14.379 18.205 0.4 -0.2 0.0
H -5.416 -15.027 18.225 -0.2 -0.4 0.2
C -8.224 -9.600 21.194 -0.5 0.8 0.4
C -8.941 -8.664 22.070 -1.2 1.6 1.6
N -9.470 -7.920 22.799 1.1 -1.6 -1.6
H -8.549 -9.419 20.169 0.1 -0.2 0.0
H -8.495 -10.605 21.516 0.4 0.0 -0.2
H -7.171 -9.343 21.313 0.1 -0.6 -0.2
```
Forces are in eV/Å.

## Properties
structure (SMILES): COC(=O)OC.COC(=O)OC.COCCOCCOC.CC#N.CC#N.CC#N.CC#N
E_LUMO: 0.2 eV
F_max: 6.855 eV Å⁻¹
relative energy (zero: lowest compared OMol25 entry of this formula, charge and spin): 72.4 kcal/mol
HOMO-LUMO gap: 10.00 eV

Record 2
C20H39Br3O9P2S | wB97M-V/def2-TZVPD

```
74
Properties=species:S:1:pos:R:3:forces:R:3
C -1.131 0.397 1.045 -0.2 -0.4 0.4
C -1.546 -1.047 1.320 1.0 -0.2 -0.5
C -0.580 -2.042 0.609 -0.8 -0.2 0.4
C 0.217 -2.908 1.583 0.2 0.0 0.1
C 1.110 -2.141 2.572 0.2 0.1 -0.1
C 2.567 -2.016 2.096 -0.4 0.2 -0.2
C 2.796 -0.707 1.342 0.4 -0.4 -0.1
C 4.140 -0.755 0.598 -0.2 -0.1 0.2
C 3.981 -1.542 -0.736 0.2 0.3 1.0
C 4.951 -2.751 -0.823 -0.5 0.3 -0.7
P 4.118 -4.342 -1.368 0.5 -0.9 -0.3
O 2.686 -3.747 -1.899 -0.2 -0.1 0.1
Br 3.694 -5.373 0.626 -0.1 0.4 -0.1
C 6.205 -2.531 -1.705 -0.1 -0.6 0.3
Br 6.046 -3.320 -3.510 0.1 0.2 0.0
O 6.622 -1.190 -1.758 -0.8 0.0 -0.3
S 5.620 -0.176 -2.529 0.0 2.2 -0.3
O 5.920 1.114 -2.009 0.3 0.1 1.3
O 5.728 -0.235 -3.942 -0.1 -1.3 -0.4
C 3.984 -0.609 -1.961 -0.2 -1.0 -0.8
P 3.042 1.002 -1.650 0.0 1.1 0.8
O 1.472 0.497 -1.627 0.8 -0.9 -0.3
Br 3.194 2.132 -3.600 -0.2 -0.6 0.0
H -1.032 0.547 -0.027 0.0 0.2 -0.1
H -1.844 1.091 1.481 0.1 0.1 -0.2
H -0.163 0.563 1.517 0.1 0.3 -0.1
H -2.559 -1.224 0.971 -0.2 0.0 0.1
H -1.472 -1.276 2.380 -0.4 0.2 0.2
H -1.218 -2.724 0.048 0.2 -0.1 -0.4
H 0.050 -1.487 -0.085 0.2 -0.1 -0.1
H -0.504 -3.520 2.125 -0.1 0.0 0.2
H 0.841 -3.624 1.044 0.0 -0.1 -0.1
H 1.094 -2.591 3.561 -0.1 -0.2 0.1
H 0.703 -1.136 2.689 0.0 0.1 0.2
H 3.291 -2.131 2.902 0.0 0.1 0.2
H 2.763 -2.837 1.406 0.1 -0.1 0.0
H 2.741 0.147 2.013 0.0 0.1 0.1
H 1.978 -0.634 0.630 -0.1 0.4 -0.1
H 4.546 0.241 0.432 0.1 0.1 -0.1
H 4.830 -1.267 1.267 0.3 0.0 -0.1
H 2.983 -1.973 -0.690 -0.1 0.1 -0.1
H 5.315 -2.963 0.176 0.1 0.0 0.2
H 2.217 -4.444 -2.392 0.2 0.3 0.2
H 7.021 -3.072 -1.251 0.3 0.0 -0.2
H 3.504 -1.144 -2.785 0.2 0.0 -0.2
H 1.397 -0.456 -1.807 -0.3 0.3 -0.1
O -4.534 1.586 -1.083 0.0 -0.1 -0.1
C -3.973 1.588 -2.146 0.0 0.3 0.0
O -2.941 0.749 -2.335 -0.1 -0.4 0.1
C -2.308 0.541 -3.601 0.2 0.2 -0.2
C -1.239 1.581 -3.864 0.0 0.1 0.1
C -4.343 2.568 -3.234 -0.3 -0.3 -0.3
H -3.046 0.490 -4.403 0.0 0.1 0.0
H -1.852 -0.446 -3.535 -0.1 0.0 0.1
H -1.660 2.585 -3.919 0.0 0.0 -0.1
H -0.724 1.372 -4.802 0.0 0.0 0.0
H -0.508 1.582 -3.055 0.0 -0.1 0.0
H -3.825 3.508 -3.052 0.0 0.0 0.0
H -5.415 2.740 -3.186 0.0 0.1 0.2
H -4.118 2.221 -4.240 0.2 0.1 0.0
O -2.547 2.096 3.233 -0.1 0.2 0.4
C -3.595 2.680 3.178 -0.2 -0.3 -0.2
O -4.038 3.327 4.274 0.2 0.1 0.2
C -5.174 4.195 4.268 -0.2 0.0 0.0
C -6.467 3.430 4.453 0.0 -0.1 -0.1
C -4.456 2.629 1.939 0.1 0.5 -0.1
H -5.183 4.813 3.369 0.0 -0.1 0.0
H -5.024 4.870 5.109 0.1 -0.1 0.0
H -6.641 2.731 3.635 0.0 0.1 -0.1
H -7.313 4.116 4.505 0.0 0.0 0.0
H -6.431 2.847 5.373 0.0 0.1 0.0
H -5.057 1.721 1.960 0.0 0.0 0.0
H -3.805 2.593 1.071 0.0 -0.2 0.0
H -5.106 3.491 1.812 -0.1 -0.1 0.1
```
Forces are in eV/Å.

## Properties
E_LUMO: -0.1 eV
F_max: 2.211 eV Å⁻¹
HOMO-LUMO gap: 9.07 eV

Record 3
C20H39Cl10NO3 | wB97M-V/def2-TZVPD

```
73
Properties=species:S:1:pos:R:3:forces:R:3
C -2.941 -1.686 1.895 -0.2 0.1 -0.2
C -3.648 -1.222 0.580 0.5 -0.6 0.0
C -2.643 -0.720 -0.508 -0.9 0.7 0.8
C -2.150 0.713 -0.101 -0.2 -0.5 -1.1
C -3.015 1.784 -0.865 1.2 0.0 0.5
C -0.671 1.004 -0.455 0.3 0.7 1.2
O 0.095 0.034 -1.184 0.3 0.4 -1.1
C 1.282 0.737 -1.366 -3.1 -0.1 4.4
O 1.941 0.724 -2.301 2.6 -0.2 -3.1
O 1.498 1.497 -0.220 0.3 -0.2 -0.2
C 0.373 1.298 0.667 -2.5 -0.3 -1.1
C -0.192 2.524 1.420 1.5 -0.2 0.3
C 0.853 3.330 2.228 -0.9 0.6 0.7
N 1.198 2.665 3.519 0.3 0.5 -0.7
H -2.897 -0.869 2.639 0.0 -0.4 -0.3
H -3.497 -2.535 2.332 0.2 0.5 0.0
H -1.914 -2.045 1.705 -0.5 0.2 0.1
H -4.390 -0.443 0.845 0.3 -0.3 -0.4
H -4.197 -2.078 0.142 0.2 0.4 0.3
H -1.822 -1.443 -0.634 -0.4 0.3 0.0
H -3.226 -0.599 -1.445 0.6 -0.3 0.2
H -2.338 0.846 0.980 0.4 -0.1 -0.4
H -4.088 1.538 -0.870 0.4 0.2 0.1
H -2.614 1.880 -1.896 -0.5 -0.2 0.4
H -2.791 2.756 -0.377 -0.6 -0.3 -0.3
H -0.631 1.938 -1.059 -0.3 -0.4 0.2
H 0.489 0.345 1.219 0.3 0.8 0.3
H -0.947 2.144 2.138 0.3 0.2 -0.5
H -0.698 3.171 0.675 0.3 -0.2 0.5
H 0.360 4.293 2.502 0.4 -0.3 -0.6
H 1.763 3.568 1.652 -0.4 -0.3 0.2
H 2.092 3.071 3.804 -0.2 -0.3 0.2
H 0.513 2.997 4.197 0.2 -0.3 0.0
Cl 6.847 2.164 -4.472 0.0 0.0 0.0
C 5.103 2.366 -4.155 -0.2 0.0 0.1
C 4.259 1.974 -5.344 -0.1 -0.1 0.1
Cl 4.455 3.105 -6.710 0.0 0.0 0.0
H 4.930 3.401 -3.866 0.1 0.0 -0.1
H 4.860 1.730 -3.305 0.0 0.0 -0.1
H 3.205 1.990 -5.070 0.1 0.0 0.1
H 4.504 0.974 -5.697 0.1 0.1 0.0
Cl 3.679 3.729 6.182 0.0 0.0 0.0
C 5.316 4.284 5.755 0.2 0.1 0.0
C 5.344 4.988 4.420 0.1 0.1 0.0
Cl 5.031 3.873 3.065 -0.1 0.0 0.0
H 5.979 3.420 5.768 -0.1 0.0 -0.1
H 5.634 4.968 6.541 -0.1 0.0 -0.1
H 6.330 5.422 4.253 0.0 -0.1 0.0
H 4.607 5.788 4.375 0.0 -0.1 0.0
Cl -2.858 2.854 -5.010 0.0 0.0 0.1
C -4.444 2.048 -4.927 -0.1 -0.1 -0.1
C -5.559 3.014 -4.605 -0.1 -0.1 -0.1
Cl -5.444 3.638 -2.940 0.0 0.0 0.0
H -4.380 1.252 -4.186 0.0 0.1 0.0
H -4.621 1.594 -5.902 0.0 0.1 0.0
H -6.521 2.508 -4.688 0.1 0.0 0.0
H -5.562 3.865 -5.284 0.1 0.0 0.1
Cl -2.863 -4.598 0.543 0.1 -0.2 -0.1
C -1.654 -4.836 -0.751 0.1 -0.1 -0.2
C -0.233 -4.723 -0.249 0.1 -0.1 0.1
Cl 0.194 -3.062 0.236 0.1 0.0 0.0
H -1.862 -4.114 -1.540 0.0 0.1 0.1
H -1.818 -5.836 -1.152 0.0 0.0 0.1
H 0.459 -5.005 -1.043 -0.1 0.0 0.0
H -0.061 -5.379 0.605 0.0 0.4 -0.2
Cl 2.395 -7.289 2.404 0.0 0.0 0.0
C 1.203 -8.559 2.778 0.0 -0.1 0.1
C 0.287 -8.838 1.612 0.0 -0.2 0.0
Cl -0.809 -7.472 1.282 -0.2 -0.4 0.2
H 0.645 -8.249 3.660 0.0 0.1 -0.1
H 1.766 -9.458 3.027 0.0 0.0 -0.1
H -0.340 -9.702 1.832 0.0 0.1 0.1
H 0.848 -9.048 0.703 0.0 0.1 0.0
```
Forces are in eV/Å.

## Properties
structure (SMILES): CCC[C@H](C)[C@@H]1OC(=O)O[C@H]1CCN.ClCCCl.ClCCCl.ClCCCl.ClCCCl.ClCCCl
E_LUMO: 0.6 eV
F_max: 5.375 eV Å⁻¹
relative energy (zero: lowest compared OMol25 entry of this formula, charge and spin): 0.0 kcal/mol
HOMO-LUMO gap: 9.91 eV

What is the HOMO-LUMO gap in the first record? 10.00 eV

What is the formula in the second record? C20H39Br3O9P2S

Among the records above, which one has the lowest HOMO-LUMO gap? C20H39Br3O9P2S

What is the formula in the second record? C20H39Br3O9P2S